A molecular structure, C57H56N2OP2PtS2. Source: the OMol25 dataset; level of theory: the ωB97M-V functional and the def2-TZVPD basis.

Atoms and positions in Å:
Pt (0.13068, -0.66467, 0.20468)
O (0.16801, 1.76476, -1.95881)
S (0.67969, 0.39853, -1.88989)
C (2.46528, 0.56627, -2.09953)
C (3.02503, 0.26369, -3.34711)
C (4.27051, 0.72883, -3.74197)
C (4.95793, 1.58864, -2.87187)
C (6.22677, 2.34719, -3.04679)
C (6.39656, 3.12904, -1.72996)
C (5.21378, 2.75878, -0.91160)
C (4.80360, 3.18196, 0.36230)
C (3.66231, 2.61170, 0.88800)
C (2.87563, 1.64590, 0.20702)
P (1.62108, 0.86542, 1.28814)
C (2.50639, -0.00548, 2.57840)
C (1.72782, -0.63324, 3.55890)
C (2.33858, -1.25703, 4.63271)
C (3.72661, -1.27595, 4.72762)
C (4.50216, -0.69165, 3.73566)
C (3.89818, -0.06012, 2.65854)
C (0.68845, 2.23940, 1.95970)
C (0.06354, 3.11734, 1.06303)
C (-0.67369, 4.18017, 1.55406)
C (-0.80562, 4.36531, 2.92605)
C (-0.19030, 3.49148, 3.81518)
C (0.55620, 2.42576, 3.33980)
C (3.19326, 1.30977, -1.13092)
C (4.40824, 1.84743, -1.61318)
C (0.16233, -0.50582, -3.29693)
C (-0.29250, 0.28549, -4.34440)
C (-0.62651, -0.24286, -5.59583)
C (-0.43944, -1.59111, -5.78723)
C (-0.64417, -2.44249, -7.00585)
C (-0.25351, -3.87282, -6.56588)
C (0.13272, -3.74066, -5.12247)
C (0.54336, -4.68133, -4.20905)
C (0.76153, -4.25516, -2.89623)
C (0.65233, -2.92757, -2.47223)
P (0.75434, -2.77666, -0.69505)
C (2.41395, -3.01960, -0.10180)
C (2.66083, -3.11198, 1.27792)
C (3.94403, -3.35265, 1.72812)
C (4.99266, -3.46093, 0.81853)
C (4.76117, -3.31922, -0.54615)
C (3.47774, -3.09366, -1.01182)
C (-0.42228, -3.94051, -0.01490)
C (-1.73443, -3.84617, -0.50194)
C (-2.69615, -4.73866, -0.06942)
C (-2.36248, -5.72705, 0.85351)
C (-1.06053, -5.83146, 1.32943)
C (-0.08672, -4.94465, 0.89930)
C (0.29348, -1.92322, -3.41874)
C (0.01343, -2.39450, -4.71705)
H (2.43984, -0.31694, -4.04846)
H (4.66915, 0.48156, -4.71786)
H (6.15468, 3.00716, -3.91761)
H (7.06421, 1.67542, -3.25772)
H (6.44520, 4.21306, -1.87683)
H (7.32052, 2.87005, -1.20048)
H (5.37053, 3.91174, 0.92697)
H (3.35488, 2.89755, 1.88791)
H (0.64484, -0.61897, 3.49511)
H (1.73494, -1.71853, 5.40332)
H (4.20237, -1.74896, 5.57711)
H (5.58171, -0.71802, 3.80668)
H (4.52314, 0.38371, 1.89570)
H (0.15123, 2.97440, -0.00957)
H (-1.14510, 4.86926, 0.86605)
H (-1.38400, 5.19814, 3.30408)
H (-0.28094, 3.64967, 4.88160)
H (1.05455, 1.77366, 4.04220)
H (-0.37564, 1.35332, -4.17590)
H (-0.98685, 0.40815, -6.38090)
H (-0.02878, -2.08086, -7.83094)
H (-1.67998, -2.38108, -7.34285)
H (0.57780, -4.27148, -7.14910)
H (-1.07817, -4.57817, -6.67703)
H (0.66445, -5.72549, -4.46489)
H (1.01507, -5.01635, -2.16424)
H (1.85449, -3.00688, 1.99271)
H (4.13080, -3.46501, 2.78790)
H (5.99464, -3.66377, 1.17471)
H (5.58001, -3.41631, -1.24685)
H (3.29324, -3.02962, -2.07709)
H (-1.98960, -3.09796, -1.24620)
H (-3.70167, -4.69502, -0.46976)
H (-3.11311, -6.43538, 1.18044)
H (-0.79800, -6.62348, 2.01818)
H (0.92976, -5.07026, 1.24202)
C (-5.37023, -3.04650, 4.41982)
C (-5.37731, -1.54395, 4.16778)
C (-3.99155, -0.89736, 4.19623)
C (-2.98271, -1.54824, 3.25850)
N (-3.49500, -1.61849, 1.87819)
C (-3.09025, -0.96110, 0.81673)
S (-1.81109, 0.26359, 0.96548)
N (-3.66192, -1.11697, -0.36311)
C (-3.33074, -0.39698, -1.60532)
C (-4.40279, -0.66065, -2.65212)
C (-5.80220, -0.18413, -2.25983)
C (-5.88497, 1.31174, -1.99064)
H (-6.38384, -3.44347, 4.43282)
H (-4.91146, -3.28583, 5.38065)
H (-4.82291, -3.60540, 3.65048)
H (-5.98770, -1.05204, 4.92489)
H (-5.87724, -1.31910, 3.21818)
H (-3.57496, -0.96266, 5.20479)
H (-4.06900, 0.16699, 3.95804)
H (-2.76480, -2.57505, 3.55575)
H (-2.04450, -0.99977, 3.23342)
H (-4.31391, -2.20801, 1.76971)
H (-4.45559, -1.74494, -0.42192)
H (-2.35412, -0.74440, -1.95628)
H (-3.25503, 0.66627, -1.37730)
H (-4.41218, -1.72849, -2.89762)
H (-4.08843, -0.14406, -3.56262)
H (-6.17065, -0.73778, -1.38781)
H (-6.48039, -0.45167, -3.07033)
H (-5.27708, 1.61549, -1.13416)
H (-6.90932, 1.60709, -1.76968)
H (-5.56013, 1.88594, -2.86009)

Computed properties:
* total charge: +4
* highest occupied orbital energy (spin up / spin down): -17.26 / -17.62 eV
* ⟨S²⟩: 6.06
* orbital gap (spin up / spin down): 6.68 / 4.14 eV
* energy: -108504.24761 eV
* 2S+1: 5

A gas-phase ion, C4H8NO (charge +1). Source: the OMol25 dataset; level of theory: the ωB97M-V functional and the def2-TZVPD basis.

Atoms and positions in Å:
C (-2.07088, 0.16479, 0.18833)
C (-1.34317, -1.06835, 0.02185)
C (0.50152, 0.62259, -0.47335)
C (1.66129, 1.23187, 0.20624)
N (0.14594, -0.81582, 0.07910)
O (-3.16233, 0.62345, 0.24900)
H (-1.79812, -1.95217, 0.58050)
H (-1.52236, -1.40073, -1.09169)
H (0.63597, 0.60968, -1.53698)
H (1.43017, 1.86628, 1.18425)
H (1.93149, 1.97623, -0.57420)
H (2.51300, 0.68983, 0.38355)
H (0.28786, -0.99274, 1.16439)
H (0.78962, -1.55490, -0.38101)

Computed properties:
* total charge: +1
* highest occupied orbital energy (spin up / spin down): -13.99 / -12.60 eV
* orbital gap (spin up / spin down): 9.24 / 7.26 eV
* energy: -7803.32760 eV